# C6H14NS

The ion C6H14NS with charge +1 in a non-equilibrium geometry (wB97M-V/def2-TZVPD, OMol25).

Last column: natural (NBO) charge in e.
CARTESIAN COORDINATES (ANGSTROEM)
C1 1.048 1.394 -1.488  -0.646
C2 -0.236 0.608 -1.455  -0.337
S1 -0.379 -0.486 -2.880  0.043
C3 -0.294 -0.282 -0.141  0.154
C4 0.833 -1.326 -0.028  -0.647
C5 -1.601 -0.635 0.503  -0.204
N1 -0.659 0.398 1.110  -0.382
C6 -0.166 0.198 2.420  -0.447
H1 0.876 2.358 -1.015  0.225
H2 1.199 1.621 -2.578  0.258
H3 1.893 0.909 -1.110  0.226
H4 -1.191 1.089 -1.467  0.236
H5 0.716 -1.277 -2.593  0.122
H6 1.499 -1.160 0.769  0.238
H7 1.409 -1.267 -0.967  0.237
H8 0.392 -2.440 -0.051  0.257
H9 -2.535 -0.238 0.171  0.241
H10 -1.725 -1.544 1.073  0.244
H11 -1.026 1.408 1.187  0.460
H12 -0.031 -0.799 2.903  0.254
H13 0.762 0.723 2.573  0.235
H14 -0.784 0.748 3.066  0.233

Computed properties:
**Electronic energy**: -18765.836 eV
**Net charge**: +1

# C6H14NS

A cluster of 2 separate species, C6H14NS in total in a non-equilibrium geometry (wB97M-V/def2-TZVPD, OMol25).

Last column: natural (NBO) charge in e.
CARTESIAN COORDINATES (ANGSTROEM)
C1 -1.815 0.692 -1.215  -0.032
C2 0.876 -2.212 -0.088  -0.824
C3 1.582 0.399 -0.038  -0.211
C4 2.258 1.697 -0.622  -0.643
C5 1.065 0.357 1.269  -0.726
C6 -3.031 -0.311 0.437  -0.447
N1 -1.744 0.018 -0.125  -0.423
S1 1.613 -0.949 -1.020  0.925
H1 -2.667 0.818 -1.800  0.182
H2 -0.805 0.838 -1.772  0.160
H3 1.028 -3.085 -0.717  0.279
H4 -0.073 -1.755 0.093  0.298
H5 1.780 2.641 -0.329  0.262
H6 2.588 1.515 -1.636  0.233
H7 3.075 1.730 0.012  0.246
H8 1.241 1.273 1.873  0.265
H9 1.435 -0.444 1.870  0.237
H10 -0.092 0.358 1.208  0.307
H11 -3.276 0.316 1.360  0.228
H12 -3.770 -0.291 -0.337  0.198
H13 -2.826 -1.234 0.863  0.209
H14 1.555 -2.371 0.716  0.276

Computed properties:
**Electronic energy**: -18761.632 eV
**2S+1**: 3
**Net charge**: +1